Entry 1:
This record from the OMol25 dataset describes a 9-piece molecular cluster, C37H74O12S overall at a distorted geometry. The level of theory is ωB97M-V with the def2-TZVPD basis set.

Cartesian coordinates (Å):
C 3.10 -4.34 -5.18
C 2.05 -3.36 -5.71
C 0.60 -3.83 -5.61
C -0.29 -2.59 -5.85
C 0.19 -4.61 -4.38
O -0.32 -5.90 -4.80
S 0.11 -6.19 -6.30
O -0.92 -6.84 -6.98
O 1.37 -6.82 -6.38
O 0.27 -4.69 -6.75
H 3.01 -5.32 -5.61
H 3.11 -4.40 -4.10
H 4.08 -3.95 -5.45
H 2.24 -3.19 -6.76
H 2.13 -2.44 -5.15
H -0.89 -2.34 -4.98
H -0.93 -2.73 -6.70
H 0.31 -1.71 -6.06
H 0.98 -4.84 -3.68
H -0.61 -4.09 -3.88
C -1.93 0.63 -2.06
C -2.92 1.45 -2.88
C -2.14 1.69 -4.16
O -1.29 0.56 -4.34
C -1.28 -0.22 -3.14
H -2.39 0.04 -1.27
H -1.19 1.29 -1.60
H -3.81 0.86 -3.08
H -3.23 2.38 -2.39
H -1.51 2.58 -4.08
H -2.79 1.79 -5.03
H -1.85 -1.14 -3.33
H -0.25 -0.50 -2.91
C -3.71 1.39 -8.44
C -4.57 0.36 -9.16
C -3.56 -0.75 -9.42
O -2.62 -0.70 -8.35
C -2.79 0.51 -7.61
H -4.28 2.10 -7.84
H -3.12 1.96 -9.17
H -5.36 0.01 -8.49
H -5.03 0.73 -10.07
H -3.03 -0.59 -10.36
H -4.02 -1.74 -9.45
H -3.25 0.26 -6.64
H -1.82 0.96 -7.42
C -1.97 1.77 3.07
C -0.65 2.48 2.80
C -0.42 2.17 1.33
O -1.72 2.05 0.73
C -2.71 1.99 1.76
H -2.52 2.15 3.93
H -1.80 0.70 3.22
H -0.77 3.55 2.95
H 0.16 2.14 3.44
H 0.10 1.21 1.21
H 0.15 2.94 0.82
H -3.25 2.94 1.76
H -3.42 1.19 1.52
C -0.63 8.05 3.23
C -2.10 8.30 2.87
C -2.54 6.93 2.40
O -1.76 5.97 3.13
C -0.69 6.64 3.81
H -0.22 8.78 3.93
H -0.02 8.06 2.32
H -2.65 8.59 3.77
H -2.24 9.07 2.12
H -2.33 6.79 1.33
H -3.60 6.74 2.58
H -0.92 6.66 4.88
H 0.23 6.09 3.66
C -5.70 4.74 5.63
C -6.70 5.89 5.66
C -6.11 6.84 4.63
O -5.44 6.03 3.66
C -5.34 4.69 4.15
H -6.11 3.80 6.00
H -4.82 4.99 6.22
H -7.68 5.55 5.33
H -6.81 6.35 6.64
H -5.36 7.51 5.09
H -6.86 7.46 4.13
H -6.04 4.06 3.59
H -4.33 4.32 3.98
C 6.16 -9.19 -5.62
C 4.91 -9.55 -6.41
C 4.09 -8.27 -6.29
O 5.03 -7.20 -6.20
C 6.34 -7.72 -5.97
H 7.03 -9.79 -5.87
H 5.96 -9.30 -4.55
H 5.17 -9.73 -7.46
H 4.38 -10.43 -6.04
H 3.47 -8.28 -5.39
H 3.43 -8.11 -7.15
H 6.92 -7.60 -6.89
H 6.82 -7.15 -5.17
C 2.80 0.11 6.43
C 3.52 1.45 6.45
C 2.95 2.13 5.21
O 1.62 1.63 5.05
C 1.43 0.50 5.92
H 2.77 -0.39 7.40
H 3.29 -0.56 5.72
H 3.24 2.01 7.35
H 4.60 1.38 6.43
H 3.52 1.88 4.32
H 2.91 3.22 5.30
H 0.77 0.80 6.74
H 0.94 -0.30 5.36
C 5.22 -3.22 10.52
C 5.93 -1.87 10.56
C 5.36 -1.19 9.32
O 4.03 -1.70 9.16
C 3.84 -2.83 10.02
H 5.18 -3.73 11.49
H 5.71 -3.89 9.81
H 5.65 -1.32 11.46
H 7.02 -1.95 10.53
H 5.93 -1.44 8.43
H 5.32 -0.11 9.42
H 3.18 -2.53 10.84
H 3.35 -3.62 9.45

Results
Total charge: 0
Kohn-Sham gap, eV: 9.755
LUMO level, eV: 0.683
SMILES: CC[C@]1(C)COS(=O)(=O)O1.C1CCOC1.C1CCOC1.C1CCOC1.C1CCOC1.C1CCOC1.C1CCOC1.C1CCOC1.C1CCOC1
Electronic energy, Eh: -2755.10447

Here are the Löwdin charges for atoms 1 to 99, given in e: C -0.079; C -0.162; C -0.460; C 0.018; C -0.083; O -0.161; S 0.561; O -0.199; O -0.227; O -0.142; H 0.053; H 0.072; H 0.079; H 0.130; H 0.118; H 0.061; H 0.095; H 0.086; H 0.127; H 0.125; C -0.168; C -0.156; C -0.208; O -0.153; C -0.213; H 0.113; H 0.102; H 0.114; H 0.114; H 0.121; H 0.097; H 0.106; H 0.117; C -0.168; C -0.171; C -0.205; O -0.144; C -0.214; H 0.110; H 0.114; H 0.113; H 0.110; H 0.117; H 0.117; H 0.108; H 0.119; C -0.160; C -0.154; C -0.194; O -0.166; C -0.200; H 0.106; H 0.112; H 0.100; H 0.089; H 0.117; H 0.117; H 0.112; H 0.114; C -0.171; C -0.166; C -0.195; O -0.157; C -0.208; H 0.110; H 0.113; H 0.110; H 0.111; H 0.120; H 0.095; H 0.117; H 0.113; C -0.167; C -0.169; C -0.201; O -0.164; C -0.197; H 0.111; H 0.115; H 0.113; H 0.111; H 0.116; H 0.117; H 0.120; H 0.107; C -0.174; C -0.168; C -0.211; O -0.147; C -0.211; H 0.108; H 0.112; H 0.113; H 0.111; H 0.114; H 0.108; H 0.116; H 0.114; C -0.167



Entry 2:
This record from the OMol25 dataset describes a 10-piece molecular cluster, C37H74O17S5 overall at a distorted geometry. The level of theory is ωB97M-V with the def2-TZVPD basis set.

Cartesian coordinates (Å):
C 0.70 0.20 -5.53
C 0.26 -1.26 -5.43
O 0.95 -2.23 -5.63
C -1.26 -1.44 -5.18
H 1.75 0.33 -5.65
H 0.39 0.76 -4.62
H 0.13 0.49 -6.38
H -1.74 -2.25 -5.78
H -1.79 -0.56 -5.42
H -1.48 -1.60 -4.12
C 5.04 -2.54 -3.23
C 3.97 -2.19 -2.23
O 4.13 -1.36 -1.33
C 2.70 -3.01 -2.49
H 5.10 -3.69 -3.20
H 5.99 -2.11 -3.06
H 4.71 -2.34 -4.24
H 2.18 -2.87 -3.46
H 1.99 -2.95 -1.61
H 2.89 -4.06 -2.47
C -0.75 -1.01 -1.20
C 0.21 0.21 -1.07
O 0.06 1.04 -0.18
C 1.36 0.25 -2.03
H -1.78 -0.67 -0.87
H -0.38 -1.81 -0.55
H -0.82 -1.32 -2.16
H 1.44 -0.65 -2.66
H 2.28 0.40 -1.50
H 1.15 1.12 -2.69
C 5.84 1.22 -2.05
C 6.66 2.18 -2.94
C 5.77 2.81 -3.90
S 4.23 3.24 -2.92
O 3.07 2.73 -3.60
O 4.35 4.60 -2.55
C 4.77 2.21 -1.49
H 6.56 0.76 -1.32
H 5.48 0.38 -2.60
H 7.40 1.55 -3.47
H 7.30 2.82 -2.27
H 5.46 2.10 -4.65
H 6.14 3.81 -4.30
H 3.94 1.74 -0.92
H 5.16 2.91 -0.78
C -0.87 -0.50 4.69
C -2.16 -0.19 5.36
C -3.34 -0.64 4.45
S -2.70 -0.64 2.78
O -3.37 0.40 1.99
O -2.72 -2.01 2.28
C -1.04 -0.17 3.24
H -0.58 -1.60 4.81
H -0.10 0.12 5.16
H -2.20 0.89 5.51
H -2.30 -0.65 6.32
H -4.23 -0.01 4.51
H -3.55 -1.68 4.64
H -0.88 0.86 2.97
H -0.24 -0.73 2.89
C -5.74 -3.61 -0.35
C -6.07 -2.42 -1.28
C -7.52 -2.47 -1.71
S -8.17 -3.99 -1.04
O -7.83 -5.09 -1.89
O -9.51 -3.73 -0.60
C -6.97 -4.04 0.37
H -4.79 -3.32 0.17
H -5.40 -4.46 -0.93
H -5.43 -2.51 -2.17
H -5.99 -1.41 -0.79
H -7.66 -2.61 -2.86
H -8.12 -1.58 -1.52
H -6.84 -5.06 0.75
H -7.23 -3.25 1.11
C 0.82 4.56 -0.34
C 2.31 4.89 0.05
C 2.17 6.06 1.09
S 0.65 5.86 2.05
O -0.01 7.18 1.98
O 0.82 5.27 3.34
C -0.03 4.49 0.89
H 0.70 3.62 -0.90
H 0.48 5.36 -0.99
H 2.90 5.32 -0.75
H 2.76 4.04 0.52
H 2.11 6.96 0.50
H 3.13 6.15 1.71
H -1.10 4.57 0.67
H 0.22 3.56 1.43
C -4.68 1.74 -1.49
C -4.00 3.11 -1.50
C -3.58 3.23 -2.99
S -2.77 1.71 -3.34
O -1.48 1.65 -2.69
O -2.70 1.49 -4.76
C -3.91 0.73 -2.31
H -5.69 1.74 -1.92
H -4.80 1.38 -0.41
H -3.13 3.12 -0.84
H -4.74 3.88 -1.23
H -2.86 4.03 -3.09
H -4.42 3.33 -3.65
H -3.27 0.13 -1.68
H -4.52 0.06 -2.96
O 3.82 2.82 4.26
C 2.95 2.15 4.73
O 2.44 1.07 4.14
C 3.23 0.43 3.14
C 2.81 0.83 1.69
C 2.17 2.50 5.95
H 3.19 -0.61 3.44
H 4.27 0.76 3.36
H 2.65 1.94 1.42
H 1.83 0.38 1.65
H 3.36 0.39 0.88
H 2.50 1.81 6.77
H 1.12 2.25 5.82
H 2.27 3.57 6.11
O 0.38 -3.61 3.28
C -0.02 -4.77 3.46
O 0.88 -5.75 3.81
C 2.25 -5.32 4.00
C 2.40 -4.83 5.45
C -1.35 -5.43 3.18
H 2.49 -4.52 3.27
H 2.84 -6.18 3.77
H 3.36 -4.37 5.72
H 2.29 -5.70 6.20
H 1.60 -4.11 5.58
H -1.41 -6.22 2.45
H -2.12 -4.71 2.85
H -1.57 -5.80 4.15

Results
Total charge: 0
Kohn-Sham gap, eV: 9.644
LUMO level, eV: 0.199
SMILES: O=S1(=O)CCCC1.O=S1(=O)CCCC1.O=S1(=O)CCCC1.O=S1(=O)CCCC1.O=S1(=O)CCCC1.CCOC(C)=O.CCOC(C)=O.CC(C)=O.CC(C)=O.CC(C)=O
Electronic energy, Eh: -4724.06431

Here are the Löwdin charges for atoms 1 to 99, given in e: C -0.001; C -0.459; O 0.044; C -0.011; H 0.072; H 0.072; H 0.084; H 0.102; H 0.020; H 0.061; C -0.025; C -0.451; O 0.036; C -0.031; H 0.117; H 0.060; H 0.087; H 0.076; H 0.097; H 0.064; C 0.011; C -0.460; O 0.032; C -0.006; H 0.083; H 0.092; H 0.007; H 0.065; H 0.049; H 0.082; C -0.192; C -0.281; C -0.219; S 0.683; O -0.327; O -0.328; C -0.195; H 0.135; H 0.076; H 0.117; H 0.137; H 0.093; H 0.133; H 0.075; H 0.085; C -0.240; C -0.221; C -0.207; S 0.692; O -0.348; O -0.350; C -0.229; H 0.136; H 0.114; H 0.122; H 0.112; H 0.108; H 0.096; H 0.112; H 0.077; C -0.266; C -0.228; C -0.255; S 0.654; O -0.301; O -0.327; C -0.207; H 0.131; H 0.101; H 0.113; H 0.123; H 0.134; H 0.101; H 0.109; H 0.127; C -0.229; C -0.177; C -0.227; S 0.710; O -0.365; O -0.344; C -0.194; H 0.104; H 0.114; H 0.086; H 0.081; H 0.086; H 0.130; H 0.103; H 0.091; C -0.236; C -0.181; C -0.229; S 0.672; O -0.305; O -0.315; C -0.214; H 0.114; H 0.131



Entry 3:
This record from the OMol25 dataset describes a 10-piece molecular cluster, C37H74O17S7 overall at a distorted geometry. The level of theory is ωB97M-V with the def2-TZVPD basis set.

Cartesian coordinates (Å):
C -3.72 -2.07 -4.28
C -2.63 -1.05 -4.54
O -1.95 -1.08 -5.54
C -2.54 0.11 -3.57
H -3.85 -2.15 -3.20
H -3.47 -3.03 -4.74
H -4.67 -1.82 -4.75
H -3.45 0.31 -3.01
H -2.27 0.97 -4.18
H -1.72 -0.15 -2.89
C -0.71 -0.76 1.25
C -0.35 0.00 0.00
O 0.65 -0.22 -0.64
C -1.30 1.11 -0.33
H -0.68 -0.06 2.09
H -0.09 -1.63 1.46
H -1.76 -1.03 1.17
H -1.25 1.59 -1.30
H -1.23 1.88 0.45
H -2.31 0.68 -0.25
C -4.25 -1.57 2.54
C -4.31 -2.11 3.94
O -5.31 -2.58 4.43
C -3.04 -1.96 4.76
H -3.49 -0.78 2.55
H -5.24 -1.26 2.20
H -3.92 -2.33 1.82
H -3.12 -2.56 5.66
H -2.83 -0.90 4.87
H -2.17 -2.29 4.16
C 0.63 -4.75 3.20
C 1.04 -6.14 2.72
C 1.63 -5.91 1.34
S 2.77 -4.52 1.60
O 2.58 -3.56 0.53
O 4.11 -4.94 1.91
C 1.89 -3.90 3.13
H 0.22 -4.77 4.21
H -0.17 -4.36 2.57
H 0.18 -6.81 2.66
H 1.78 -6.60 3.38
H 0.87 -5.54 0.65
H 2.19 -6.73 0.89
H 1.73 -2.85 2.91
H 2.56 -3.90 3.98
C 1.32 -0.15 -4.22
C 1.49 1.33 -3.88
C 2.94 1.46 -3.53
S 3.83 0.57 -4.83
O 4.96 -0.12 -4.26
O 3.94 1.45 -5.98
C 2.41 -0.60 -5.16
H 0.28 -0.31 -4.52
H 1.36 -0.71 -3.28
H 0.86 1.61 -3.04
H 1.20 1.95 -4.73
H 3.27 0.97 -2.61
H 3.35 2.46 -3.39
H 2.78 -1.62 -5.09
H 2.16 -0.37 -6.19
C 1.54 4.46 -1.60
C 0.06 4.87 -1.70
C -0.09 5.70 -2.97
S 1.54 6.48 -3.28
O 1.39 7.91 -3.09
O 2.09 5.92 -4.50
C 2.39 5.71 -1.85
H 1.75 3.73 -2.39
H 1.78 4.05 -0.62
H -0.10 5.56 -0.87
H -0.65 4.05 -1.67
H -0.79 6.52 -2.87
H -0.42 5.12 -3.83
H 2.32 6.37 -0.98
H 3.40 5.52 -2.18
C 1.43 -1.46 7.45
C 1.87 0.02 7.61
C 1.73 0.71 6.25
S 0.63 -0.28 5.21
O 1.35 -1.07 4.24
O -0.60 0.40 4.85
C 0.20 -1.43 6.55
H 1.21 -1.97 8.39
H 2.26 -1.97 6.96
H 2.89 -0.07 7.98
H 1.34 0.53 8.41
H 2.62 1.09 5.75
H 1.08 1.55 6.51
H -0.16 -2.36 6.11
H -0.63 -0.94 7.04
C 4.13 0.16 2.96
C 4.37 -0.66 1.69
C 3.28 -0.23 0.73
S 3.12 1.59 1.00
O 1.75 1.90 1.37
O 3.84 2.34 0.00
C 4.17 1.60 2.52
H 4.81 -0.13 3.77
H 3.18 -0.23 3.33
H 4.46 -1.75 1.80
H 5.36 -0.43 1.27
H 2.34 -0.67 1.05
H 3.36 -0.47 -0.33
H 3.75 2.35 3.18
H 5.15 1.84 2.11
C -3.59 4.41 -0.56
C -4.76 5.30 -0.17
C -5.18 6.22 -1.32
S -4.68 5.41 -2.88
O -3.74 6.24 -3.60
O -5.82 4.83 -3.55
C -3.83 4.03 -2.04
H -3.46 3.56 0.11
H -2.64 4.94 -0.50
H -4.54 5.87 0.73
H -5.63 4.67 0.04
H -4.62 7.16 -1.28
H -6.24 6.45 -1.37
H -2.90 3.84 -2.59
H -4.49 3.17 -2.09
C -0.43 -4.87 -3.95
C 0.44 -3.70 -3.47
C 0.41 -3.67 -1.95
S -1.28 -4.13 -1.43
O -2.08 -2.93 -1.31
O -1.24 -5.07 -0.31
C -1.64 -4.96 -3.03
H 0.16 -5.79 -3.89
H -0.78 -4.76 -4.98
H 0.11 -2.76 -3.94
H 1.46 -3.80 -3.86
H 0.86 -2.88 -1.36
H 0.95 -4.57 -1.62
H -2.35 -4.22 -3.41
H -2.15 -5.90 -2.86

Results
Total charge: 0
Kohn-Sham gap, eV: 9.616
Energy relative to the best compared isomer or geometry (same formula, charge and spin), kcal per mole: 0.0
LUMO level, eV: -0.153
SMILES: O=S1(=O)CCCC1.O=S1(=O)CCCC1.O=S1(=O)CCCC1.O=S1(=O)CCCC1.O=S1(=O)CCCC1.O=S1(=O)CCCC1.O=S1(=O)CCCC1.CC(C)=O.CC(C)=O.CC(C)=O
Electronic energy, Eh: -5520.49228

Here are the Löwdin charges for atoms 1 to 99, given in e: C -0.023; C -0.495; O 0.067; C -0.015; H 0.071; H 0.074; H 0.096; H 0.081; H 0.091; H 0.073; C -0.001; C -0.491; O 0.053; C -0.021; H 0.085; H 0.081; H 0.059; H 0.061; H 0.094; H 0.087; C -0.019; C -0.493; O 0.070; C -0.026; H 0.064; H 0.087; H 0.091; H 0.084; H 0.075; H 0.077; C -0.221; C -0.213; C -0.219; S 0.692; O -0.339; O -0.326; C -0.207; H 0.114; H 0.114; H 0.121; H 0.121; H 0.066; H 0.111; H 0.054; H 0.107; C -0.239; C -0.226; C -0.239; S 0.703; O -0.332; O -0.327; C -0.184; H 0.090; H 0.101; H 0.099; H 0.130; H 0.095; H 0.106; H 0.092; H 0.102; C -0.215; C -0.219; C -0.217; S 0.693; O -0.336; O -0.325; C -0.193; H 0.088; H 0.095; H 0.117; H 0.084; H 0.092; H 0.104; H 0.105; H 0.105; C -0.210; C -0.203; C -0.196; S 0.695; O -0.343; O -0.331; C -0.226; H 0.117; H 0.115; H 0.114; H 0.115; H 0.102; H 0.102; H 0.097; H 0.108; C -0.236; C -0.209; C -0.213; S 0.709; O -0.338; O -0.337; C -0.199; H 0.120; H 0.075



Look up the Kohn-Sham gap of the first one. 9.755 eV